Run A
Density functional theory data (ωB97M-V/def2-TZVPD) for a structure of composition C27H16BrF3IrN5O9S.

Structure (ORCA input):
```
! wB97M-V def2-TZVPD RIJCOSX def2/J DEFGRID3
* xyz 0 5
Ir -10.10456 -8.49021 -17.99617
C -8.82863 -6.71561 -14.26802
O -8.55310 -7.72726 -15.31273
C -8.39708 -9.01531 -14.92227
C -8.24361 -9.46284 -13.59424
C -8.19087 -10.81886 -13.31306
Br -7.90971 -11.49596 -11.59431
C -8.22270 -11.78485 -14.32260
C -8.28833 -11.33210 -15.63994
C -8.51752 -9.97399 -15.97799
O -8.61256 -9.69643 -17.28775
C -7.78750 -12.22157 -16.67218
N -7.76494 -11.97204 -17.98805
C -7.15813 -13.01497 -18.70011
C -7.06407 -13.30733 -20.05826
C -6.44757 -14.49826 -20.35972
C -5.95718 -15.36878 -19.38558
C -6.13482 -15.11899 -18.02690
C -6.77204 -13.95006 -17.72164
N -7.10137 -13.38554 -16.50981
H -9.91435 -6.65559 -14.07576
H -8.48141 -5.76548 -14.66191
H -8.23506 -6.93211 -13.35879
H -8.04203 -8.74192 -12.79201
H -8.06465 -12.81921 -14.01426
H -8.15343 -11.07227 -18.27026
H -7.33288 -12.64772 -20.87364
H -6.25418 -14.74369 -21.44046
H -5.47315 -16.25479 -19.78145
H -5.72629 -15.73264 -17.23062
H -6.86131 -13.82515 -15.60531
O -12.89877 -5.99804 -19.78664
C -12.51386 -6.53779 -18.74343
O -11.33481 -7.20131 -18.72982
C -13.42812 -6.57117 -17.53650
C -13.03615 -6.72049 -16.20677
C -13.94747 -6.59935 -15.12307
C -15.27317 -6.46552 -15.45639
O -16.38450 -6.40982 -14.66318
C -17.49998 -6.14650 -15.54357
O -17.05675 -6.21469 -16.86660
C -15.67877 -6.39246 -16.78706
C -14.82621 -6.53559 -17.85607
H -11.96219 -6.87172 -15.97624
H -13.60582 -6.72230 -14.07981
H -17.82737 -5.16032 -15.23027
H -18.27246 -6.91377 -15.34194
H -15.17349 -6.53565 -18.88616
F -14.52895 -9.48331 -17.56235
C -13.87812 -10.61604 -17.19153
F -14.06303 -10.85108 -15.84143
F -14.41666 -11.65272 -17.85953
S -11.98294 -10.52322 -17.40216
O -11.46558 -11.80381 -16.96882
O -11.58872 -9.94768 -18.78037
O -11.46059 -9.37970 -16.49537
N -8.76431 -7.52569 -18.50720
C -7.81228 -6.83031 -18.40975
C -6.66874 -6.03684 -18.31953
C -5.43539 -6.64381 -18.63215
N -4.47730 -7.19299 -18.98111
C -6.68896 -4.68889 -18.73472
N -6.61177 -3.59193 -19.11309
*
```

Results
<S²> = 6.0480
HOMO (alpha / beta) = -6.420 / -8.303 eV



Run B
Density functional theory data (ωB97M-V/def2-TZVPD) for a structure of composition C27H16BrF3IrN5O9S.

Structure (ORCA input):
```
! wB97M-V def2-TZVPD RIJCOSX def2/J DEFGRID3
* xyz 0 5
Ir -1.43895 -3.35886 0.83801
C 5.28675 -3.09558 -0.75299
O 5.11670 -1.77263 -1.28559
C 4.84602 -0.68856 -0.53958
C 5.62483 -0.34379 0.58457
C 5.26846 0.83880 1.30419
Br 5.94921 1.27050 2.99347
C 4.26360 1.65700 0.81591
C 3.45818 1.27458 -0.29337
C 3.74020 0.12300 -1.01532
O 3.28383 -0.18460 -2.24452
C 2.41241 2.21603 -0.72141
N 2.65911 3.55629 -0.68264
C 1.57559 4.10551 -1.32689
C 1.38486 5.43711 -1.62418
C 0.22227 5.70200 -2.35742
C -0.75488 4.77186 -2.63729
C -0.59482 3.40150 -2.19917
C 0.61260 3.10880 -1.64779
N 1.21675 1.89334 -1.37220
H 4.45284 -3.71051 -1.12345
H 5.36505 -3.16108 0.32228
H 6.14784 -3.57518 -1.29316
H 6.46746 -0.99991 0.71594
H 4.03244 2.57933 1.30751
H 2.52181 0.39730 -2.51514
H 2.11348 6.19106 -1.32175
H 0.07447 6.73105 -2.72179
H -1.61112 5.07189 -3.17631
H -1.35111 2.64403 -2.32255
H 0.69851 1.11805 -1.06897
O -2.52509 -1.77985 1.10936
C -1.67623 -0.72823 1.09600
O -0.45889 -0.86347 0.93480
C -2.35447 0.66300 1.17772
C -1.64398 1.75028 1.70808
C -2.33526 2.93818 1.96640
C -3.67975 3.04881 1.55441
O -4.51468 4.14899 1.59549
C -5.84022 3.65328 1.14115
O -5.54128 2.36070 0.51787
C -4.30685 1.98114 0.98819
C -3.70940 0.76834 0.70327
H -0.55656 1.50412 1.95561
H -1.91474 3.91007 2.23455
H -6.25362 4.36670 0.45797
H -6.51041 3.48658 1.99098
H -4.23951 -0.07926 0.25358
F 1.78987 -6.70411 1.78492
C 2.13769 -5.44192 1.59001
F 2.16964 -4.77722 2.80787
F 3.37344 -5.34867 1.09793
S 0.91938 -4.63792 0.31437
O 0.58303 -3.32906 1.06461
O 1.45691 -4.46763 -1.01162
O -0.39060 -5.37302 0.31368
N -2.90289 -4.34246 0.49187
C -3.98635 -4.71089 0.22333
C -5.26458 -4.74056 -0.16609
C -6.05422 -5.89656 0.33996
N -6.66769 -6.83593 0.68759
C -5.81824 -4.08699 -1.30448
N -6.32883 -3.63479 -2.25778
*
```

Results
<S²> = 6.0432
HOMO (alpha / beta) = -8.049 / -8.049 eV



Here is how they stack up, most stable first: run A, run B.



Run A
Density functional theory data (ωB97M-V/def2-TZVPD) for a structure of composition C28H38N11O3PTi.

Structure (ORCA input):
```
! wB97M-V def2-TZVPD RIJCOSX def2/J DEFGRID3
* xyz 3 2
Ti 1.24087 1.09646 -1.07296
N -2.74261 2.24876 0.51870
C -1.75620 1.89235 -0.28511
N -0.49989 1.80615 0.07337
C -0.16417 2.06610 1.41305
N 1.05807 1.95249 1.83098
N 1.90976 1.59565 0.82626
C 3.16048 1.47288 1.08015
C 4.03655 1.23240 -0.05729
C 5.41481 1.22425 0.06763
C 6.18774 1.13279 -1.08287
C 5.55442 1.06428 -2.31332
C 4.16960 1.05325 -2.35526
N 3.41374 1.12055 -1.25574
C -1.20751 2.47225 2.33692
C -0.94680 2.77841 3.67731
C -1.97629 3.18082 4.49994
C -3.27814 3.28650 4.00392
C -3.55819 2.98229 2.68571
C -2.51698 2.57498 1.86328
H -3.67990 2.31990 0.14827
H -2.01908 1.65208 -1.30836
H 3.55126 1.61679 2.08331
H 5.87194 1.30238 1.04484
H 7.26758 1.12674 -1.01714
H 6.11867 1.00669 -3.23325
H 3.64140 0.96171 -3.29538
H 0.06493 2.69754 4.04799
H -1.77667 3.42128 5.53476
H -4.07652 3.61345 4.65608
H -4.56592 3.06805 2.29810
C 2.26912 4.26960 -0.85185
O 1.46201 3.27897 -1.52481
C 1.15076 3.64862 -2.87643
C -0.14245 2.95330 -3.20399
O 0.01271 1.55138 -2.88165
C 0.06097 0.69665 -4.04782
C 0.43348 -0.66624 -3.54892
O 1.64469 -0.48239 -2.81792
C 2.37582 -1.71139 -2.65842
H 3.24531 4.34767 -1.33286
H 1.75973 5.23134 -0.88869
H 2.38067 3.96146 0.18150
H 1.02679 4.73028 -2.94912
H 1.96543 3.34397 -3.54023
H -0.95548 3.34905 -2.59634
H -0.40026 3.06843 -4.25610
H -0.90897 0.70428 -4.54571
H 0.82841 1.07338 -4.72763
H -0.33477 -1.07913 -2.88467
H 0.58607 -1.34752 -4.38810
H 2.64990 -2.09389 -3.64141
H 3.27201 -1.49377 -2.08478
H 1.77441 -2.44997 -2.12792
N 1.58332 -2.80940 3.44943
C 1.80115 -2.59437 2.33807
N 2.03090 -2.39490 1.03813
C 1.42699 -1.51020 0.39897
N 0.85605 -0.71399 -0.27144
C -3.00072 -5.28474 0.85467
N -4.00935 -4.15589 1.13559
C -3.73741 -3.62119 2.55191
N -2.38862 -3.20620 2.68114
C -1.48040 -4.31608 2.39104
N -1.67420 -4.81939 1.03093
C -1.25567 -3.86128 0.00874
P -2.21083 -2.25494 0.05823
C -3.89933 -3.06535 0.11297
C -2.07240 -2.00765 1.90571
H -3.18230 -5.62738 -0.16348
H -3.23223 -6.08031 1.56275
H -4.95290 -4.54691 1.10908
H -3.95639 -4.44390 3.23258
H -4.43564 -2.80203 2.72208
H -1.67116 -5.12360 3.09871
H -0.45288 -3.98542 2.52391
H -1.36132 -4.31604 -0.97890
H -0.19467 -3.65097 0.14989
H -4.12956 -3.49853 -0.86144
H -4.66586 -2.32195 0.33595
H -2.73446 -1.19445 2.21578
H -1.05341 -1.69723 2.14901
*
```

Results
<S²> = 0.7529
HOMO (alpha / beta) = -16.003 / -16.021 eV



Run B
Density functional theory data (ωB97M-V/def2-TZVPD) for a structure of composition C28H38N11O3PTi.

Structure (ORCA input):
```
! wB97M-V def2-TZVPD RIJCOSX def2/J DEFGRID3
* xyz 3 2
Ti 0.89690 0.86071 -1.03235
N 3.57860 -0.36921 -4.40324
C 2.77139 0.32891 -3.62657
N 2.53123 0.05735 -2.36628
C 3.20593 -1.02399 -1.77989
N 3.12550 -1.22152 -0.50435
N 2.37769 -0.22257 0.08504
C 2.59443 0.04637 1.31493
C 1.98732 1.28381 1.81011
C 2.14564 1.74683 3.10048
C 1.62193 2.99340 3.42984
C 0.97229 3.72672 2.45306
C 0.85779 3.18845 1.17876
N 1.34673 1.99234 0.85585
C 4.01586 -1.89373 -2.61552
C 4.63588 -3.04859 -2.12439
C 5.42803 -3.80571 -2.95870
C 5.62363 -3.42040 -4.28880
C 5.02341 -2.28373 -4.79176
C 4.21942 -1.53131 -3.94582
H 3.72571 -0.07296 -5.35849
H 2.27231 1.17461 -4.08190
H 3.28356 -0.54775 1.90821
H 2.67777 1.15024 3.82933
H 1.72693 3.38450 4.43280
H 0.54104 4.69440 2.66633
H 0.33742 3.72781 0.39702
H 4.49329 -3.32364 -1.08884
H 5.90985 -4.69767 -2.58362
H 6.25581 -4.01619 -4.93303
H 5.17711 -1.98408 -5.82090
C 0.40280 -2.46776 -0.89596
O 0.06955 -1.16963 -1.43663
C -0.54813 -1.30268 -2.72873
C -1.19323 0.00684 -3.07745
O -0.16332 1.00669 -2.94802
C -0.63762 2.34592 -3.18907
C 0.55409 3.25867 -3.00765
O 1.35026 2.72448 -1.92948
C 2.58186 3.46023 -1.72930
H -0.51105 -3.05649 -0.82524
H 1.12409 -2.97192 -1.53952
H 0.82117 -2.32051 0.09272
H 0.21341 -1.58706 -3.46098
H -1.30579 -2.08721 -2.69278
H -1.56816 -0.00322 -4.10187
H -2.00240 0.24676 -2.38636
H -1.02225 2.41956 -4.20708
H -1.43907 2.57086 -2.48360
H 1.17720 3.30282 -3.90373
H 0.23300 4.27117 -2.75849
H 2.35090 4.47674 -1.41349
H 3.14725 2.94372 -0.96028
H 3.14453 3.48015 -2.66257
N -2.53147 3.61272 2.81978
C -2.73084 2.99205 1.86787
N -2.94077 2.24219 0.77246
C -1.90070 1.72664 0.26914
N -0.97374 1.21128 -0.23837
C -5.19904 -2.30905 3.41814
N -5.13367 -0.91333 2.77669
C -4.81798 0.10579 3.89061
N -3.62277 -0.25094 4.56429
C -3.73410 -1.59266 5.13365
N -3.99283 -2.59749 4.10407
C -2.85162 -2.78348 3.20716
P -2.37598 -1.24289 2.27119
C -4.10649 -0.85605 1.68144
C -2.42944 -0.08690 3.73420
H -5.39083 -3.02147 2.61661
H -6.04436 -2.28591 4.10595
H -6.05065 -0.69017 2.38639
H -5.67052 0.07961 4.56922
H -4.74368 1.08548 3.41919
H -4.55267 -1.60434 5.85412
H -2.81194 -1.84120 5.65521
H -3.07165 -3.58639 2.50037
H -1.99532 -3.11394 3.79786
H -4.40810 -1.56102 0.90540
H -4.13514 0.15144 1.26543
H -2.37726 0.94812 3.38836
H -1.54591 -0.25961 4.35181
*
```

Results
<S²> = 0.7552
HOMO (alpha / beta) = -15.813 / -15.813 eV



Here is how they stack up, most stable first: run B, run A.



Run A
Density functional theory data (ωB97M-V/def2-TZVPD) for a structure of composition C25H27N7O8STi.

Structure (ORCA input):
```
! wB97M-V def2-TZVPD RIJCOSX def2/J DEFGRID3
* xyz -2 3
Ti -0.13925 0.92455 0.24558
O -1.48337 4.56805 -1.51310
C -1.35422 3.52892 -0.85270
O -0.46414 3.25436 0.03080
C -2.35852 2.40205 -0.98831
C -3.56895 2.43867 -1.60245
C -4.49798 1.37369 -1.39090
C -4.19192 0.40759 -0.42070
C -2.95315 0.41863 0.17327
N -1.98882 1.32431 -0.22535
C -2.51831 -0.36821 1.36931
O -3.20557 -1.27956 1.84857
O -1.37842 0.04849 1.84720
H -3.81593 3.30764 -2.19920
H -5.45908 1.37087 -1.88989
H -4.91593 -0.32915 -0.08982
C 3.87707 1.81094 2.24863
O 2.83711 2.37567 3.06129
C 1.60598 2.28990 2.54855
O 1.38158 1.93173 1.40936
N 0.67628 2.73424 3.41853
N -0.69289 2.64946 3.10345
H 4.79721 2.28261 2.58403
H 3.69944 2.02332 1.19891
H 3.92122 0.73559 2.39531
H 0.89823 2.63801 4.39048
H -0.81399 3.11181 2.20662
H -0.92348 1.67392 2.94410
N -1.28487 -6.21758 3.52589
C -0.52164 -5.05570 3.26359
C 0.84580 -5.15733 3.00288
C 1.58885 -4.02320 2.71422
C 0.97233 -2.78728 2.72174
C -0.37902 -2.66387 3.02757
C -1.12434 -3.80157 3.28935
S 1.85198 -1.33582 2.23199
O 3.21641 -1.74555 1.98634
O 1.64559 -0.37415 3.29021
N 1.15620 -0.75700 0.89671
C 0.50663 -1.58131 0.02734
N 0.74948 -2.88965 -0.15865
C 0.00514 -3.49845 -1.05553
C -0.96249 -2.85900 -1.80288
C -1.14082 -1.50736 -1.55382
N -0.43057 -0.88651 -0.66130
H -0.93340 -7.02938 3.04406
H -2.26056 -6.08284 3.31240
H 1.31668 -6.13714 2.99582
H 2.64072 -4.08657 2.45859
H -0.85830 -1.68747 2.99517
H -2.19194 -3.70240 3.46631
H 0.20237 -4.56006 -1.18192
H -1.55348 -3.37828 -2.54202
H -1.88058 -0.90471 -2.06751
C 2.55328 3.26934 -3.89903
C 1.41793 2.24287 -4.02687
C 0.16456 2.94462 -4.57516
C 1.84662 1.12232 -4.98332
C 1.10328 1.68962 -2.69771
C 0.86735 1.36450 -1.53800
H 2.81016 3.69142 -4.88054
H 3.44142 2.79776 -3.47230
H 2.24542 4.07755 -3.23279
H 0.39154 3.46132 -5.51815
H -0.21439 3.66683 -3.84689
H -0.62806 2.21279 -4.75640
H 2.04465 1.52076 -5.98655
H 1.05974 0.36811 -5.05156
H 2.75019 0.63225 -4.61285
*
```

Results
<S²> = 2.0241
HOMO (alpha / beta) = 0.340 / -2.817 eV



Run B
Density functional theory data (ωB97M-V/def2-TZVPD) for a structure of composition C25H27N7O8STi.

Structure (ORCA input):
```
! wB97M-V def2-TZVPD RIJCOSX def2/J DEFGRID3
* xyz -2 3
Ti 0.61309 -1.25223 1.41566
O 2.70127 -4.56969 0.45088
C 1.93969 -3.77815 0.99852
O 2.12744 -2.47283 1.04386
C 0.72842 -4.18213 1.76529
C 0.52801 -5.41226 2.35467
C -0.34762 -5.51501 3.44088
C -0.80829 -4.30573 4.03626
C -0.58251 -3.12263 3.39855
N -0.01992 -3.09101 2.14992
C -0.59948 -1.75273 4.03850
O -1.07013 -1.54858 5.14820
O 0.06131 -0.88763 3.31988
H 1.12612 -6.25153 2.01927
H -0.51249 -6.46803 3.92856
H -1.25665 -4.28556 5.02166
C 2.77384 0.21922 -5.51732
O 3.08728 -0.68900 -4.48223
C 2.75121 -0.39486 -3.17725
O 3.10907 -1.12293 -2.30297
N 2.04999 0.77040 -3.02354
N 1.50467 1.15779 -1.78171
H 3.24948 -0.16911 -6.41575
H 3.16078 1.21976 -5.31024
H 1.69506 0.27673 -5.69903
H 1.50926 1.10654 -3.79963
H 1.00131 0.38241 -1.34775
H 2.24750 1.34405 -1.11127
N -5.64086 3.21146 -2.85176
C -4.92320 2.49589 -1.86473
C -3.62643 2.87410 -1.52733
C -2.93487 2.19518 -0.53751
C -3.53258 1.12932 0.11540
C -4.82199 0.74920 -0.20814
C -5.52008 1.43453 -1.19036
S -2.63490 0.28799 1.40639
O -2.31031 1.30796 2.35959
O -3.43769 -0.83347 1.81695
N -1.24856 -0.16902 0.69035
C -1.31885 -1.05236 -0.33666
N -2.42194 -1.34692 -1.03600
C -2.26448 -2.26404 -1.98478
C -1.06742 -2.90427 -2.25874
C 0.02269 -2.53882 -1.47230
N -0.09331 -1.61233 -0.54013
H -5.03262 3.61947 -3.54643
H -6.33943 2.64062 -3.30463
H -3.15793 3.70355 -2.04658
H -1.92124 2.47556 -0.27692
H -5.25377 -0.10163 0.30185
H -6.53130 1.13676 -1.44824
H -3.16043 -2.50886 -2.55407
H -0.98277 -3.66161 -3.02372
H 1.00613 -2.99027 -1.57869
C 3.75885 3.44677 0.45971
C 3.00614 2.98009 1.71421
C 3.99264 2.86772 2.88473
C 1.92015 4.00804 2.06342
C 2.37387 1.67164 1.47350
C 1.84953 0.57644 1.33474
H 4.17659 4.44901 0.60842
H 3.08302 3.47693 -0.39720
H 4.57435 2.75883 0.22830
H 4.44783 3.84089 3.10265
H 4.78249 2.15410 2.64586
H 3.47549 2.51118 3.77575
H 2.36970 4.97424 2.31984
H 1.32411 3.65435 2.90465
H 1.24565 4.14652 1.21671
*
```

Results
<S²> = 2.0290
HOMO (alpha / beta) = 0.500 / -3.012 eV



Here is how they stack up, most stable first: run A, run B.